This record from the OMol25 dataset describes a molecular structure, C48H70BClCsF4N12O3P. The level of theory is wB97M-V/def2-TZVPD.

```
141
Properties=species:S:1:pos:R:3:forces:R:3:lowdin_charge:R:1
Cs -0.153097 0.109656 0.468918 -0.287 0.099 -0.356 0.8172
C 0.187433 -1.477609 -4.022039 -0.040 -0.023 0.004 -0.1067
N 0.337526 -1.914454 -2.644435 -0.024 0.075 -0.034 -0.2416
C -0.863532 -2.592030 -2.198428 0.033 0.027 0.041 -0.1123
C 1.529965 -2.744295 -2.544233 -0.017 0.016 -0.026 -0.2198
C 1.739265 -3.454446 -1.222686 0.018 -0.024 0.058 -0.2643
N 1.864207 -2.538827 -0.103923 0.080 0.059 0.141 0.0070
C 2.074986 -3.071706 1.090316 0.025 0.088 0.209 -0.2444
C 2.206691 -2.205845 2.227945 0.120 0.152 0.092 -0.1876
F 2.131310 -0.868917 2.008579 0.100 -0.079 0.041 -0.0859
C 2.416233 -2.614149 3.515766 -0.068 -0.116 -0.001 -0.2424
F 2.527803 -1.677130 4.488528 0.010 -0.013 -0.016 0.0416
C 2.510901 -3.954497 3.869718 -0.004 -0.021 -0.064 0.0117
C 2.391343 -4.834117 2.810319 -0.001 0.004 -0.002 -0.2474
F 2.474253 -6.166708 3.056530 0.003 0.038 0.015 0.0478
C 2.195095 -4.440659 1.505178 -0.055 -0.069 -0.213 -0.1498
F 2.107658 -5.448757 0.588092 0.006 -0.024 0.035 0.0327
H 0.126935 -2.342812 -4.710129 0.004 0.006 -0.006 0.0871
H 1.034161 -0.859759 -4.322431 0.031 0.009 0.006 0.0642
H -0.727745 -0.896446 -4.133589 0.008 -0.006 0.015 0.0683
H -1.059535 -3.526423 -2.760540 0.005 -0.004 -0.010 0.0977
H -1.716047 -1.923235 -2.325820 0.000 -0.016 -0.005 0.0689
H -0.793315 -2.845309 -1.140842 -0.008 0.012 -0.007 0.0592
H 2.396462 -2.114313 -2.762932 -0.011 0.007 -0.004 0.0951
H 1.500732 -3.529515 -3.327797 0.006 -0.009 0.001 0.1170
H 2.645046 -4.062998 -1.356085 0.006 -0.010 -0.003 0.1122
H 0.922557 -4.172875 -1.077613 0.003 -0.005 0.002 0.1024
H 2.664577 -4.281706 4.885277 -0.001 0.002 -0.002 0.1095
C -0.656838 1.663140 -3.173618 -0.073 -0.063 0.000 -0.0365
C -2.005886 1.063516 -2.928836 0.042 -0.045 -0.019 -0.3714
C -3.074349 0.935431 -3.837418 -0.057 0.050 0.034 -0.0064
C -4.092007 0.351753 -3.111039 0.004 -0.023 0.027 -0.2946
C -5.479639 0.013928 -3.553651 0.008 0.011 -0.018 -0.0403
N -3.627458 0.138637 -1.858750 0.013 0.036 0.059 0.0121
N -2.345707 0.571147 -1.746480 -0.023 0.019 -0.078 0.0554
B -4.403321 -0.452573 -0.666137 -0.043 0.010 -0.008 -0.5307
N -4.737733 0.601997 0.413883 0.039 0.060 -0.018 0.0238
N -3.852578 1.524193 0.866097 -0.055 -0.044 -0.012 0.1271
C -4.485979 2.224838 1.793377 -0.028 0.068 -0.033 -0.3802
C -3.790032 3.325363 2.529276 -0.006 0.024 -0.006 -0.0509
C -5.806123 1.762242 1.955452 0.039 -0.042 0.027 -0.0124
C -5.918951 0.719664 1.058214 0.000 -0.018 -0.019 -0.2950
C -7.089006 -0.174973 0.807572 -0.013 0.002 0.014 -0.0405
N -3.665061 -1.663567 -0.041415 0.030 -0.012 0.025 0.0207
N -2.858514 -1.573081 1.044081 0.032 -0.071 -0.009 0.0814
C -2.419234 -2.803164 1.288780 0.026 -0.017 -0.039 -0.3758
C -1.463617 -3.070089 2.407553 -0.001 0.007 -0.003 -0.0263
C -2.947497 -3.711125 0.352938 -0.046 0.018 0.014 -0.0117
C -3.733553 -2.939323 -0.478363 0.024 0.008 0.004 -0.3078
C -4.503145 -3.339308 -1.693468 0.007 -0.015 -0.001 -0.0301
H -0.585798 2.046337 -4.191957 0.013 -0.021 -0.003 0.0834
H -0.480060 2.479533 -2.477879 0.018 0.043 -0.032 0.0428
H 0.144780 0.933920 -3.040858 0.017 0.040 0.032 0.0513
H -3.101463 1.236966 -4.872767 0.001 0.004 0.007 0.0975
H -5.586271 0.266873 -4.608992 -0.008 -0.001 0.000 0.0713
H -5.703565 -1.046688 -3.428440 0.008 -0.003 -0.001 0.0615
H -6.229539 0.571646 -2.989061 0.008 0.002 0.001 0.0759
H -5.450723 -0.862265 -1.100218 0.016 0.015 0.002 0.1016
H -2.712955 3.242223 2.391189 -0.011 -0.021 0.021 0.0473
H -4.109533 4.310181 2.177501 0.010 0.005 -0.004 0.0732
H -3.998485 3.270412 3.600603 -0.011 0.014 -0.010 0.0727
H -6.563598 2.122208 2.634527 0.006 -0.006 -0.001 0.0924
H -7.901251 0.100159 1.481395 -0.003 -0.008 -0.001 0.0692
H -7.447394 -0.094069 -0.219942 -0.002 0.004 0.001 0.0692
H -6.835768 -1.222649 0.980264 0.008 0.007 0.000 0.0800
H -1.314006 -2.162581 2.989333 0.054 -0.023 0.014 0.0472
H -1.837663 -3.851433 3.073914 -0.002 0.002 -0.003 0.0805
H -0.489779 -3.398451 2.034560 -0.007 -0.022 -0.016 0.0671
H -2.756776 -4.769920 0.273262 -0.005 0.007 0.000 0.1035
H -4.386812 -4.410372 -1.859300 -0.005 0.001 -0.010 0.0751
H -5.566573 -3.112640 -1.592944 0.003 -0.001 0.009 0.0712
H -4.138393 -2.814093 -2.579587 0.002 0.002 0.003 0.0745
C 5.509487 -0.932677 -0.986341 0.028 -0.008 0.001 -0.0168
C 4.841957 0.210603 -0.304822 0.010 -0.038 0.005 -0.3119
C 5.324557 1.389344 0.228655 -0.014 0.038 0.019 0.0035
C 4.182185 2.086698 0.669719 -0.013 0.011 -0.004 -0.3655
N 3.077598 1.390843 0.424265 0.105 -0.194 -0.055 0.0525
N 3.512182 0.255586 -0.158917 -0.124 0.069 -0.106 0.0354
C 4.103510 3.408097 1.366541 0.004 -0.005 -0.010 -0.0452
H 6.588952 -0.871908 -0.852377 -0.005 -0.011 0.002 0.0725
H 5.285674 -0.898966 -2.055421 0.014 0.023 0.000 0.0674
H 5.156154 -1.885318 -0.586729 -0.012 0.009 0.003 0.0772
H 6.353700 1.706464 0.273239 -0.009 0.000 -0.001 0.0978
H 2.858796 -0.486020 -0.406694 -0.020 -0.163 0.127 0.0998
H 4.833359 4.112106 0.962787 0.005 -0.003 0.004 0.0683
H 4.303751 3.299247 2.435762 -0.004 0.002 -0.005 0.0725
H 3.107612 3.836289 1.248698 0.001 -0.001 0.011 0.0552
C -0.164840 -0.401241 7.090127 -0.001 0.008 0.003 -0.0845
C 0.692811 0.750969 6.599684 -0.013 -0.017 -0.008 -0.3265
O 0.034303 1.509710 5.583569 -0.009 0.001 0.024 -0.3076
P 0.192203 0.909340 4.044558 -0.179 0.036 0.155 0.8659
O -0.369151 2.228366 3.263081 0.120 -0.011 -0.061 -0.3520
C 0.592329 3.259339 2.982454 -0.018 -0.028 0.037 -0.3011
C 0.294650 4.483717 3.820211 0.007 0.007 0.001 -0.0662
O -1.118763 -0.013515 3.886034 0.098 -0.041 -0.059 -0.3613
C -2.470743 0.505161 3.885171 0.056 -0.002 0.074 -0.2730
C -3.414659 -0.567347 4.370478 -0.014 -0.009 0.021 -0.0556
H 0.332218 -0.914484 7.916602 -0.003 0.003 -0.001 0.0709
H -0.337943 -1.121998 6.290618 0.006 0.005 0.001 0.0685
H -1.133575 -0.034652 7.434748 0.006 0.002 0.002 0.0745
H 1.648245 0.372611 6.220053 0.000 -0.004 -0.007 0.0944
H 0.904668 1.448356 7.411832 0.002 0.014 0.011 0.1066
H 0.526412 3.473782 1.917277 0.003 0.018 -0.014 0.0836
H 1.603200 2.885129 3.179264 0.006 0.006 -0.005 0.0964
H -0.723735 4.829356 3.633575 0.008 0.004 -0.005 0.0681
H 0.986830 5.288613 3.562201 -0.005 0.003 0.004 0.0752
H 0.389393 4.254516 4.882467 0.001 0.003 -0.002 0.0680
H -2.715194 0.788073 2.864508 0.013 0.000 -0.014 0.0774
H -2.505908 1.387598 4.527490 -0.021 0.006 -0.006 0.1092
H -3.386581 -1.427265 3.702965 0.002 0.005 0.001 0.0570
H -4.432246 -0.169238 4.358405 0.001 -0.006 0.006 0.0759
H -3.166867 -0.884517 5.386438 -0.001 0.005 -0.006 0.0700
Cl 4.436700 3.473992 -4.611201 0.004 0.033 0.021 0.6080
C 4.077715 2.028919 -5.555216 0.011 -0.014 -0.026 -0.6207
C 4.247663 2.106315 -6.918741 -0.006 -0.009 0.011 -0.1898
C 4.011567 1.006663 -7.740881 -0.002 0.003 0.029 -0.1790
C 3.605841 -0.179960 -7.109657 -0.003 0.005 0.023 -0.1605
C 3.439065 -0.258724 -5.750854 0.002 0.018 -0.026 -0.0966
C 3.651983 0.853912 -4.850001 0.015 -0.161 0.083 -0.3834
C 3.476905 0.740190 -3.485361 -0.004 0.181 -0.175 -0.0764
H 4.573371 3.048960 -7.344505 0.001 0.011 0.009 0.0787
H 4.141378 1.070438 -8.813094 -0.002 0.002 -0.002 0.0601
H 3.419390 -1.066988 -7.708638 -0.001 -0.006 0.007 0.0812
H 3.140425 -1.202732 -5.306247 -0.008 -0.005 -0.001 0.0848
H 3.657071 1.570768 -2.816466 0.044 -0.013 0.016 -0.0130
H 3.141239 -0.196543 -3.062479 -0.007 0.015 0.018 -0.0017
C 3.199735 5.331451 -1.754234 -0.021 -0.010 0.004 -0.0311
C 1.897758 4.869386 -1.194498 0.049 -0.085 -0.024 -0.3085
C 0.773283 5.557314 -0.787246 -0.018 0.047 0.021 0.0007
C -0.142329 4.563714 -0.380793 -0.121 -0.039 -0.015 -0.3709
N 0.385056 3.356838 -0.517574 0.112 0.054 0.081 0.0439
N 1.615861 3.566941 -1.015713 -0.065 0.049 -0.040 0.0460
C -1.527890 4.711589 0.156803 0.015 0.012 -0.024 -0.0290
H 3.353185 6.385511 -1.525209 -0.001 -0.002 0.006 0.0753
H 3.227004 5.197491 -2.835366 0.003 0.003 -0.014 0.0319
H 4.029599 4.758109 -1.337482 -0.004 0.000 -0.014 0.0689
H 0.631230 6.625892 -0.799002 -0.004 -0.004 0.005 0.0970
H 2.218953 2.770081 -1.170522 0.012 0.004 0.022 0.1248
H -2.071161 5.498884 -0.368278 -0.002 -0.005 -0.009 0.0768
H -1.513652 4.971518 1.218724 -0.004 0.007 -0.006 0.0580
H -2.073634 3.773638 0.044145 -0.003 -0.004 0.018 0.0720
```
Forces are in eV/Å.

Summary:
* multiplicity: 1
* LUMO: 3.41 eV
* charge: -2
* max |F|: 0.0091 Eh/bohr
* gap between HOMO and LUMO: 4.1 eV